The following is a DFT calculation (ωB97M-V/def2-TZVPD) of a structure of composition C37H20BrCaN9.

Atoms and positions in Å:
1 Ca -19.738 6.944 5.210
2 C -17.318 3.941 -0.436
3 C -16.018 4.110 0.181
4 C -15.968 4.492 1.502
5 C -17.120 5.028 2.087
6 C -17.389 5.391 3.479
7 N -16.481 5.328 4.411
8 C -16.778 5.451 5.712
9 C -15.745 5.302 6.751
10 C -14.399 4.935 6.626
11 C -13.710 4.777 7.801
12 C -14.281 4.991 9.042
13 C -15.583 5.467 9.151
14 C -16.332 5.520 7.974
15 C -17.769 5.635 7.643
16 N -18.702 5.779 8.555
17 C -20.105 5.739 8.245
18 N -20.685 5.865 7.026
19 C -22.009 5.748 7.193
20 N -22.981 5.742 6.224
21 C -22.706 5.699 4.924
22 N -21.443 5.735 4.297
23 C -21.612 5.462 3.030
24 N -20.631 5.348 2.170
25 C -19.327 5.390 2.381
26 N -18.721 5.682 3.599
27 C -18.322 4.957 1.420
28 C -18.470 4.374 0.173
29 C -22.998 5.204 2.726
30 C -23.559 4.607 1.611
31 C -24.918 4.322 1.694
32 C -25.677 4.613 2.800
33 C -25.102 5.169 3.947
34 C -23.734 5.395 3.911
35 C -22.329 5.484 8.553
36 C -23.516 5.024 9.203
37 C -23.370 4.580 10.491
38 C -22.151 4.468 11.145
39 C -20.992 4.993 10.582
40 C -21.095 5.462 9.255
41 N -17.946 5.664 6.273
42 H -17.369 3.573 -1.468
43 H -15.083 3.889 -0.365
44 H -14.991 4.671 2.000
45 H -13.973 4.671 5.679
46 H -12.695 4.407 7.698
47 H -13.732 4.817 9.979
48 H -15.928 5.611 10.191
49 H -19.430 4.292 -0.289
50 H -23.049 4.377 0.722
51 H -25.484 3.901 0.813
52 H -26.749 4.415 2.761
53 H -25.632 5.367 4.863
54 H -24.419 4.986 8.638
55 H -24.227 4.173 11.003
56 H -22.171 3.940 12.120
57 H -19.988 4.873 10.990
58 Br -16.178 9.834 7.739
59 C -17.976 9.589 7.129
60 C -18.880 8.760 7.783
61 C -20.183 8.627 7.349
62 C -20.556 9.341 6.152
63 N -19.685 10.053 5.421
64 C -18.459 10.196 5.947
65 H -18.531 8.141 8.611
66 H -20.885 8.052 7.940
67 H -21.580 9.201 5.724
68 H -17.791 10.703 5.299

E (eV): -140588.66880
HOMO (spin up / spin down) (eV): -6.25 / -6.25
HOMO-LUMO gap (spin up / spin down) (eV): 4.810 / 4.809

Results of the Mulliken charge analysis, in e, for atoms 1 through 4: number 1, Ca, carries 2.093; number 2, C, carries -0.470; number 3, C, carries -0.589; number 4, C, carries -0.518